No. 1
{"formula": "C5H12O2", "method": "wB97M-V/def2-TZVPD", "de_lowest_kj_mol": 155.5, "multiplicity": 1, "smiles": "CCOCCOC", "gap_ev": 10.8845, "e_tot_ev": -9473.5242, "molar_mass_g_mol": 104.1, "species": ["C", "C", "O", "C", "C", "O", "C", "H", "H", "H", "H", "H", "H", "H", "H", "H", "H", "H", "H"], "xyz": [[-2.887570, 0.506015, -0.754267], [-1.772922, 1.542143, -0.689668], [-0.493720, 0.955743, -0.830777], [0.038895, 0.449723, 0.370887], [1.241891, -0.398597, 0.000329], [1.866235, -0.823218, 1.186110], [2.956609, -1.672192, 0.937194], [-2.789774, -0.234545, 0.047932], [-2.849954, -0.016972, -1.714948], [-3.869174, 0.984638, -0.660449], [-1.824317, 2.118126, 0.248028], [-1.875063, 2.254307, -1.516658], [0.351899, 1.267977, 1.038548], [-0.693608, -0.164586, 0.916601], [0.907943, -1.259848, -0.601045], [1.929976, 0.197773, -0.623111], [3.713386, -1.180318, 0.305982], [2.645309, -2.603725, 0.436860], [3.403959, -1.922445, 1.902452]], "forces_ev_per_a": [[-0.003, -0.037, 0.005], [-0.211, 0.152, -0.002], [0.049, 0.009, -0.062], [0.095, -0.096, 0.173], [-0.147, 0.091, -0.201], [-0.067, 0.026, 0.027], [0.247, -0.176, -0.007], [-0.050, 0.127, -0.137], [-0.011, 0.047, 0.144], [0.163, -0.059, 0.011], [0.016, -0.092, -0.119], [0.025, -0.116, 0.133], [-0.044, -0.084, -0.099], [0.115, 0.066, -0.098], [0.068, 0.093, 0.080], [-0.087, -0.105, 0.128], [-0.104, -0.054, 0.105], [-0.001, 0.171, 0.078], [-0.054, 0.036, -0.159]], "nbo_charge": [-0.637, -0.058, -0.541, -0.073, -0.071, -0.537, -0.245, 0.205, 0.212, 0.212, 0.162, 0.185, 0.168, 0.165, 0.164, 0.168, 0.164, 0.164, 0.193]}

***

No. 2
{"formula": "C2H8N2O", "method": "wB97M-V/def2-TZVPD", "de_lowest_kj_mol": 332.5, "multiplicity": 1, "smiles": "C=O.NCN", "gap_ev": 9.9312, "e_tot_ev": -7228.8816, "molar_mass_g_mol": 76.1, "species": ["O", "C", "H", "H", "N", "C", "N", "H", "H", "H", "H", "H", "H"], "xyz": [[2.219736, -2.490732, -2.040083], [1.709759, -1.340445, -2.142915], [0.838204, -1.302617, -1.495030], [1.852480, -0.611458, -2.933525], [-0.554769, 0.933339, 2.294724], [-1.244144, 0.300471, 1.045327], [-0.460448, 0.369353, -0.254670], [-0.146655, 1.885874, 2.036853], [0.271955, 0.481715, 2.710161], [-2.051998, 0.862659, 0.755489], [-1.568111, -0.761776, 1.193308], [0.288019, 0.935058, -0.307841], [-1.154027, 0.738559, -0.861797]], "forces_ev_per_a": [[-0.107, 3.773, -1.093], [-0.446, -5.510, 0.994], [-0.173, 1.408, 0.225], [0.821, 0.233, -0.203], [-0.044, 0.925, -1.901], [4.053, -0.632, 1.047], [-3.384, -3.115, 1.105], [-1.162, -1.607, 0.184], [-0.814, -0.589, -0.760], [-2.371, 1.394, 0.657], [0.603, 1.019, 0.416], [3.177, 2.435, 0.461], [-0.152, 0.266, -1.132]], "nbo_charge": [-0.510, 0.220, 0.160, 0.123, -0.862, -0.034, -0.862, 0.350, 0.368, 0.164, 0.187, 0.352, 0.345]}

***

No. 3
{"formula": "C41H55BrClCsN10O2S", "method": "wB97M-V/def2-TZVPD", "de_lowest_kj_mol": 0.0, "multiplicity": 1, "gap_ev": [2.7651, 3.4594], "e_tot_ev": -156352.2939, "molar_mass_g_mol": 1000.3, "total_charge": -2, "species": ["Cs", "N", "C", "C", "N", "C", "C", "N", "H", "H", "H", "H", "H", "H", "H", "H", "H", "H", "H", "H", "H", "O", "C", "C", "C", "C", "C", "C", "C", "N", "N", "C", "O", "C", "C", "C", "C", "C", "C", "H", "H", "H", "H", "H", "H", "H", "H", "H", "H", "C", "N", "C", "C", "C", "N", "C", "C", "H", "H", "H", "H", "H", "H", "H", "H", "H", "H", "H", "H", "H", "H", "H", "H", "Br", "C", "C", "C", "C", "C", "C", "C", "C", "C", "C", "H", "H", "H", "H", "H", "H", "C", "N", "C", "N", "S", "H", "H", "H", "H", "H", "H", "Cl", "C", "C", "C", "C", "N", "C", "H", "H", "H", "H"], "xyz": [[-19.546892, 5.639912, 10.274779], [-23.940145, 7.602395, 8.144236], [-23.693095, 8.379177, 6.909807], [-23.037457, 7.529915, 5.789782], [-21.767947, 6.941957, 6.125278], [-21.194524, 6.119267, 5.050083], [-20.201857, 5.071007, 5.579101], [-20.783436, 4.174431, 6.591973], [-24.593375, 8.123964, 8.735295], [-23.047010, 7.571441, 8.642198], [-23.032883, 9.255005, 7.081325], [-24.653079, 8.751578, 6.501285], [-22.883529, 8.211466, 4.930654], [-23.776901, 6.774799, 5.456987], [-21.917516, 6.328733, 6.939847], [-20.613349, 6.773661, 4.363966], [-22.027471, 5.617481, 4.512484], [-19.335901, 5.599616, 6.034837], [-19.849906, 4.511130, 4.691800], [-20.043738, 3.615694, 7.019728], [-21.487805, 3.572706, 6.180359], [-18.404193, 3.126877, 11.040612], [-17.321043, 2.869084, 11.865035], [-16.329892, 1.969748, 11.427974], [-15.300272, 1.527225, 12.270536], [-15.256989, 2.027467, 13.588268], [-16.207487, 2.977543, 13.979019], [-17.251520, 3.476088, 13.138527], [-18.116752, 4.483027, 13.730533], [-18.930621, 5.341093, 13.128316], [-19.478906, 6.275990, 13.907253], [-20.175804, 7.272192, 13.334622], [-20.455118, 7.442412, 12.104754], [-20.658644, 8.281373, 14.283525], [-20.120242, 8.405798, 15.556257], [-20.618021, 9.409297, 16.396451], [-21.664198, 10.237329, 15.966788], [-22.218030, 10.074958, 14.675791], [-21.720616, 9.096847, 13.844669], [-16.425421, 1.625262, 10.391055], [-14.572811, 0.785180, 11.934002], [-14.527744, 1.677607, 14.310415], [-16.144744, 3.359231, 15.001150], [-17.978091, 4.582447, 14.809644], [-19.315823, 7.760321, 15.874329], [-20.171899, 9.532808, 17.385754], [-22.060199, 11.015715, 16.607495], [-23.020676, 10.726142, 14.316048], [-22.126382, 8.950371, 12.847000], [-23.302037, 1.524933, 9.199475], [-23.604799, 2.847168, 9.710941], [-23.923007, 3.784463, 8.646755], [-24.476610, 2.870204, 10.871529], [-24.703917, 4.194927, 11.499855], [-23.521360, 5.006082, 11.699029], [-23.804517, 6.406488, 11.929330], [-22.526340, 4.401830, 12.570927], [-24.093108, 1.143459, 8.513201], [-23.136880, 0.818363, 10.034150], [-22.364619, 1.587715, 8.599585], [-24.848674, 3.494999, 8.094253], [-23.070320, 3.767918, 7.944551], [-24.063388, 4.821909, 9.031043], [-24.056478, 2.178071, 11.632574], [-25.498718, 2.479573, 10.616163], [-25.204990, 3.928079, 12.464485], [-25.476014, 4.748544, 10.902162], [-24.291376, 6.588636, 12.918193], [-24.494275, 6.784038, 11.145241], [-22.861452, 6.998189, 11.890987], [-22.933533, 4.125716, 13.566865], [-21.710326, 5.125206, 12.724536], [-22.091398, 3.507915, 12.090856], [-17.326145, 3.924506, 8.299004], [-18.205107, 2.207648, 8.194160], [-18.024331, 1.534757, 6.990465], [-18.652514, 0.301867, 6.689437], [-19.404573, -0.304502, 7.668134], [-19.634170, 0.314685, 8.928695], [-20.402833, -0.389879, 9.894984], [-20.560341, 0.158078, 11.154594], [-19.970984, 1.394321, 11.477809], [-19.126244, 2.018333, 10.564802], [-19.014122, 1.594609, 9.218331], [-17.360881, 1.998262, 6.250119], [-18.470624, -0.159965, 5.705492], [-19.870682, -1.276787, 7.512488], [-20.849254, -1.347334, 9.658930], [-21.163582, -0.341603, 11.894004], [-20.141350, 1.881467, 12.435072], [-20.426751, 10.750880, 7.125188], [-19.683982, 9.513544, 7.046289], [-18.583131, 9.172303, 7.734937], [-18.232793, 10.030548, 8.751269], [-17.662333, 7.822131, 7.279858], [-21.007852, 10.843305, 6.190429], [-19.750950, 11.607782, 7.219794], [-21.105264, 10.760407, 7.994278], [-20.019445, 8.798735, 6.388327], [-19.005742, 10.350126, 9.347799], [-17.467800, 9.646443, 9.287047], [-25.072700, 13.022420, 10.228033], [-23.523545, 12.339397, 10.466650], [-22.485704, 13.014897, 11.167617], [-21.286884, 12.309453, 11.362575], [-21.200415, 10.981741, 10.939422], [-22.156910, 10.373439, 10.176243], [-23.265391, 11.063266, 9.936204], [-22.662932, 13.992454, 11.596098], [-20.401324, 12.765759, 11.814149], [-20.343555, 10.357748, 11.205108], [-24.031113, 10.596486, 9.336067]], "forces_ev_per_a": [[-0.442, 0.150, -0.834], [0.242, 0.425, -0.463], [0.424, -0.088, -0.357], [-0.851, 0.673, -0.331], [0.370, -0.500, 0.832], [0.005, 0.118, 0.485], [0.130, 0.087, 0.023], [0.204, 0.680, -0.067], [0.478, -0.215, -0.128], [-0.445, 0.049, 0.197], [-0.343, -0.257, 0.085], [0.405, -0.181, 0.273], [-0.079, -0.196, 0.196], [0.113, -0.015, 0.064], [0.269, 0.204, -0.446], [-0.552, -0.354, 0.111], [0.383, 0.080, -0.149], [-0.504, -0.355, -0.256], [0.123, 0.206, 0.222], [-0.338, -0.078, -0.164], [0.218, -0.157, 0.062], [0.405, 0.325, 0.279], [-0.004, -0.382, 0.087], [-0.083, -0.007, 0.017], [-0.503, 0.479, 0.327], [-0.848, 0.286, -0.694], [0.077, 0.031, -0.247], [0.849, -1.058, -0.189], [-1.654, 1.858, -0.372], [1.743, -1.794, -0.166], [-0.120, 0.443, 1.337], [0.506, -1.124, -1.814], [0.307, -0.237, 1.242], [-0.780, 0.314, 0.129], [-0.466, 0.906, 0.224], [-0.209, 0.047, -0.163], [0.037, -0.335, -0.614], [0.086, 0.334, 0.823], [0.462, -0.215, 0.197], [0.081, -0.060, 0.480], [-0.240, 0.292, -0.006], [0.021, 0.039, -0.120], [-0.122, -0.002, -0.289], [-0.115, 0.201, 0.029], [-0.019, -0.070, -0.094], [-0.223, 0.062, -0.207], [0.082, -0.003, 0.092], [0.282, -0.182, 0.233], [0.211, 0.074, 0.135], [0.408, 0.189, -0.178], [0.148, 0.323, 0.291], [0.009, 0.197, 0.226], [0.112, -1.698, -0.765], [-0.734, 1.154, 0.432], [-0.146, -0.232, -0.594], [0.108, 0.409, 0.255], [0.152, 0.263, -0.201], [0.053, -0.037, 0.317], [-0.062, 0.339, -0.492], [-0.520, -0.191, 0.425], [0.206, 0.060, 0.089], [-0.435, 0.232, 0.189], [0.244, -0.793, -0.274], [-0.094, 0.219, -0.507], [0.314, -0.020, 0.171], [0.026, 0.406, -0.099], [0.837, -0.122, 0.463], [0.158, 0.016, -0.289], [0.414, -0.220, 0.369], [-0.625, -0.395, 0.023], [0.065, 0.044, -0.168], [-0.261, -0.256, 0.032], [-0.244, 0.241, 0.199], [-0.019, -0.537, -0.086], [-0.624, -0.644, 0.399], [0.086, -0.674, -1.581], [1.401, 1.417, -0.377], [-0.894, -0.265, 0.495], [0.076, -0.554, -0.633], [0.577, 0.776, 0.094], [0.132, 1.219, 0.493], [-0.450, -1.036, 0.159], [-0.067, -0.068, -0.528], [0.686, 0.184, 0.857], [-0.361, -0.227, 0.181], [-0.105, 0.224, 0.598], [0.096, 0.147, -0.071], [0.087, 0.010, -0.187], [-0.191, -0.083, 0.193], [0.144, -0.217, -0.026], [-0.430, 0.237, 0.244], [0.279, -0.987, -0.536], [-0.474, 0.348, -0.426], [-0.246, -0.511, 0.187], [-0.129, 0.256, 0.365], [0.218, 0.044, 0.495], [-0.017, -0.156, -0.096], [0.049, 0.004, -0.232], [0.230, 0.409, 0.594], [0.220, 0.086, -0.350], [-0.011, 0.107, 0.025], [-0.799, 0.633, -0.108], [1.250, -2.392, -0.807], [-0.191, 1.005, 0.367], [0.340, -1.414, -0.373], [0.733, 1.332, 0.357], [0.268, -1.294, -0.437], [-0.884, 2.061, 0.964], [0.079, 0.032, -0.056], [-0.429, -0.095, 0.164], [-0.087, 0.182, -0.043], [-0.249, -0.187, -0.206]], "mulliken_charge": [1.127, -0.411, -0.409, -0.981, 0.560, -0.760, -0.388, 0.012, 0.259, 0.068, 0.041, 0.421, 0.380, 0.423, -0.142, 0.275, 0.362, 0.037, 0.392, -0.170, 0.209, 0.075, 0.611, -0.285, -0.699, -0.715, -0.926, 0.860, -1.201, 0.614, -0.756, -0.128, -0.568, 0.543, -0.297, -0.609, -0.464, -0.897, -0.102, 0.310, 0.398, 0.368, 0.303, 0.199, 0.460, 0.341, 0.369, 0.385, 0.320, -1.002, 1.007, -0.384, -1.098, -1.219, 0.950, -0.718, -0.240, 0.301, 0.378, 0.027, 0.211, -0.295, 0.194, 0.460, 0.355, 0.352, 0.396, 0.309, 0.265, -0.035, 0.234, -0.411, 0.043, -0.166, -0.236, -0.352, -0.864, -1.149, 1.154, -1.062, -0.822, -0.128, -1.013, 1.655, 0.325, 0.317, 0.273, 0.253, 0.400, 0.475, -0.831, -0.035, 0.307, -0.558, -0.364, 0.374, 0.392, 0.071, 0.040, 0.244, 0.302, -0.334, 0.163, -0.640, -0.974, -0.334, 0.079, -0.369, 0.366, 0.329, 0.552, 0.267]}

***

No. 4
{"formula": "C4H8N2O", "method": "wB97M-V/def2-TZVPD", "de_lowest_kj_mol": 574.7, "multiplicity": 1, "gap_ev": [9.7947, 6.4414], "e_tot_ev": -9300.4371, "molar_mass_g_mol": 100.1, "species": ["C", "N", "C", "C", "O", "C", "N", "H", "H", "H", "H", "H", "H", "H", "H"], "xyz": [[-2.201039, 0.573101, 0.690203], [-0.937362, -0.145520, 0.607775], [0.668248, 0.051555, -0.747272], [2.025009, -0.379423, -0.309250], [2.796352, 0.690125, 0.183994], [-0.503463, -0.789810, -0.666305], [-0.947395, -1.662754, -1.397754], [-3.024102, -0.092491, 0.970772], [-2.141391, 1.387719, 1.418640], [-2.426533, 0.984275, -0.296869], [-0.719968, -0.689693, 1.438809], [0.609886, 1.029963, -1.227828], [2.544148, -0.766527, -1.197027], [1.947530, -1.216036, 0.400637], [2.386662, 0.991381, 1.005614]], "forces_ev_per_a": [[-0.403, -0.325, -0.087], [-1.088, -0.764, 0.427], [1.188, 0.088, -1.525], [-0.219, -0.496, -0.479], [0.003, 0.099, 0.290], [0.726, 1.821, 1.636], [-0.337, -0.311, -0.096], [-0.067, 0.181, -0.041], [0.080, -0.136, -0.128], [0.025, 0.047, 0.144], [-0.099, -0.076, -0.207], [-0.145, -0.282, 0.030], [0.170, 0.028, 0.213], [0.081, 0.103, -0.006], [0.085, 0.022, -0.171]], "nbo_charge": [-0.414, -0.634, -0.114, -0.129, -0.699, 0.202, -0.257, 0.193, 0.201, 0.207, 0.386, 0.215, 0.207, 0.168, 0.467]}